Entry 1:
Here is the ion C6H12N with charge +1 at a distorted geometry from OMol25. Energies are from the ωB97M-V functional and the def2-TZVPD basis.

XYZ file:
```
19
C6H12N, DFT the ωB97M-V functional and the def2-TZVPD basis
H 1.56 2.74 0.56
C 1.21 0.81 -0.46
N -0.56 0.99 1.24
H -2.44 -0.91 -0.59
H 1.45 -1.81 -1.54
C -2.17 -0.47 0.37
H 0.59 1.34 -1.18
H 1.07 -0.95 0.68
H -2.33 -1.29 1.10
H -0.13 -2.44 -1.02
C 0.41 -0.53 -0.06
C 0.36 -1.56 -1.21
H 2.16 0.50 -0.99
C 1.72 1.70 0.58
H -2.92 0.29 0.69
H -1.27 1.33 1.93
H 0.02 -1.04 -2.13
H 2.15 1.24 1.48
C -0.88 0.04 0.55
```

Output
ΔE to the lowest compared entry with this formula, charge and spin   75.30 kcal per mole
Charge   +1
HOMO energy   -0.549 hartree
Gap between HOMO and LUMO   8.77 eV
Total energy   -290.2019 a.u.

Mulliken analysis output, partial charges in e: atom 1 (H): 0.3424, atom 2 (C): -0.6193, atom 3 (N): -0.3605, atom 4 (H): 0.3684, atom 5 (H): 0.3585, atom 6 (C): -1.4321, atom 7 (H): 0.3635, atom 8 (H): 0.2481, atom 9 (H): 0.3558, atom 10 (H): 0.4528, atom 11 (C): 0.5556, atom 12 (C): -1.5752, atom 13 (H): 0.3867, atom 14 (C): -0.2781, atom 15 (H): 0.3768, atom 16 (H): 0.2923, atom 17 (H): 0.3724, atom 18 (H): 0.2824, atom 19 (C): 0.5093

***

Entry 2:
Here is a cluster of 4 separate species, C2H15N2O3 in total at a distorted geometry from OMol25. Energies are from the ωB97M-V functional and the def2-TZVPD basis.

XYZ file:
```
22
C2H15N2O3, DFT the ωB97M-V functional and the def2-TZVPD basis
H 0.47 0.06 2.13
H -2.00 0.89 0.18
H -1.95 -0.37 1.38
C -1.70 -0.15 0.34
C -0.21 -0.37 0.18
H 1.61 0.08 0.91
H -3.36 -1.03 -0.41
H 1.77 -2.64 -2.24
H 0.51 1.38 1.14
N -2.36 -1.09 -0.55
H -1.21 3.08 2.04
H 0.14 0.11 -0.75
H 2.27 -0.58 -1.10
H 0.41 -2.05 -2.47
N 0.66 0.36 1.17
H -0.01 -1.43 0.23
O 1.14 -2.02 -1.85
O -0.45 2.91 1.47
H -2.27 -0.75 -1.51
O 2.84 -0.01 -0.56
H 3.70 -0.14 -0.98
H -0.01 3.74 1.29
```

Output
ΔE to the lowest compared entry with this formula, charge and spin   3.00 kcal per mole
Charge   +1
HOMO energy   -0.489 hartree
Gap between HOMO and LUMO   10.55 eV
Total energy   -420.2085 a.u.

Mulliken analysis output, partial charges in e: atom 1 (H): 0.3653, atom 2 (H): 0.3402, atom 3 (H): 0.4016, atom 4 (C): -0.6178, atom 5 (C): -0.7345, atom 6 (H): 0.4061, atom 7 (H): 0.2677, atom 8 (H): 0.3000, atom 9 (H): 0.2952, atom 10 (N): -0.5978, atom 11 (H): 0.3001, atom 12 (H): 0.3827, atom 13 (H): 0.3322, atom 14 (H): 0.3010, atom 15 (N): -0.0701, atom 16 (H): 0.4167, atom 17 (O): -0.6402, atom 18 (O): -0.6431, atom 19 (H): 0.2324, atom 20 (O): -0.6694, atom 21 (H): 0.3310, atom 22 (H): 0.3007

***

Entry 3:
Here is a structure of composition C4H12O14P3S2Tl at a distorted geometry from OMol25. Energies are from the ωB97M-V functional and the def2-TZVPD basis.

XYZ file:
```
36
C4H12O14P3S2Tl, DFT the ωB97M-V functional and the def2-TZVPD basis
O 1.80 -17.74 -8.14
H 7.02 -18.97 -1.03
O 4.10 -18.37 -6.87
H 5.63 -13.34 -5.93
O 8.23 -15.90 -3.66
O 6.36 -15.56 -2.06
C 7.30 -19.03 -2.07
C 8.32 -13.93 -6.18
Tl 4.82 -16.26 -4.84
O 2.80 -12.23 -3.17
O 1.01 -13.88 -3.93
O 3.17 -13.87 -5.17
S 7.14 -14.77 -7.23
H 7.84 -13.59 -5.25
O 2.17 -17.37 -5.67
H 8.12 -19.74 -2.17
H 8.90 -13.11 -6.60
O 6.98 -16.14 -6.73
O 3.45 -16.05 -7.21
O 4.92 -18.66 -3.18
C 6.89 -19.75 -4.60
O 6.31 -14.24 -4.06
H 7.80 -20.34 -4.45
H 8.98 -14.70 -5.75
C 5.66 -13.81 -6.91
H 7.61 -18.04 -2.43
P 7.38 -14.82 -3.01
P 2.51 -13.60 -3.77
H 7.16 -18.76 -4.99
H 5.76 -12.95 -7.60
H 4.80 -14.43 -7.16
P 2.85 -17.52 -7.07
O 3.31 -14.69 -2.97
S 5.98 -19.70 -3.07
H 6.21 -20.19 -5.33
O 8.09 -13.64 -2.34
```

Output
ΔE to the lowest compared entry with this formula, charge and spin   0.00 kcal per mole
Charge   -6
HOMO energy   0.304 hartree
Gap between HOMO and LUMO   2.18 eV
Total energy   -3204.9378 a.u.

Mulliken analysis output, partial charges in e: atom 1 (O): -0.8897, atom 2 (H): 0.2805, atom 3 (O): -0.5321, atom 4 (H): 0.2125, atom 5 (O): -0.7398, atom 6 (O): -0.5294, atom 7 (C): 0.6726, atom 8 (C): -0.5406, atom 9 (Tl): 0.2959, atom 10 (O): -0.8204, atom 11 (O): -0.7815, atom 12 (O): -0.2960, atom 13 (S): 0.2594, atom 14 (H): -0.0369, atom 15 (O): -0.4974, atom 16 (H): -0.1351, atom 17 (H): 0.3375, atom 18 (O): -0.4843, atom 19 (O): -0.5081, atom 20 (O): -2.0964, atom 21 (C): 0.1122, atom 22 (O): -0.2514, atom 23 (H): -0.0815, atom 24 (H): 0.2577, atom 25 (C): -0.5046, atom 26 (H): -0.1318, atom 27 (P): 0.5171, atom 28 (P): 0.6389, atom 29 (H): 0.0287, atom 30 (H): 0.4601, atom 31 (H): 0.0877, atom 32 (P): 0.5958, atom 33 (O): -0.4169, atom 34 (S): 0.1176, atom 35 (H): 0.2777, atom 36 (O): -0.8778

***

Entry 4:
Here is an isolated molecule of C4H5N3O3 at a distorted geometry from OMol25. Energies are from the ωB97M-V functional and the def2-TZVPD basis.

XYZ file:
```
15
C4H5N3O3, DFT the ωB97M-V functional and the def2-TZVPD basis
O 0.63 -0.27 1.29
C -1.29 0.89 -0.68
H -1.09 0.56 -3.75
O -1.60 1.22 -1.94
H 1.41 -0.03 3.27
N -0.18 -0.50 -2.26
N -1.62 1.42 0.34
C 0.75 -0.80 0.08
H 2.53 -0.58 2.16
N -0.21 -0.23 -0.88
H -2.54 1.93 0.34
C 1.48 -0.65 2.40
O 1.54 -1.61 -0.36
C -0.97 0.38 -2.75
H 1.16 -1.74 2.73
```

Output
ΔE to the lowest compared entry with this formula, charge and spin   75.23 kcal per mole
HOMO energy   -0.334 hartree
SMILES string   [H]/N=c1\ocnn1C(=O)OC
Gap between HOMO and LUMO   9.86 eV
Total energy   -545.3426 a.u.

Mulliken analysis output, partial charges in e: atom 1 (O): -0.2993, atom 2 (C): 0.3983, atom 3 (H): 0.4925, atom 4 (O): -0.3653, atom 5 (H): 0.2620, atom 6 (N): -0.7608, atom 7 (N): -0.4765, atom 8 (C): 0.6405, atom 9 (H): 0.2926, atom 10 (N): 0.5154, atom 11 (H): 0.2819, atom 12 (C): -0.6185, atom 13 (O): -0.5415, atom 14 (C): -0.0719, atom 15 (H): 0.2507

***

Entry 5:
Here is an isolated molecule of C2H6N2S at a distorted geometry from OMol25. Energies are from the ωB97M-V functional and the def2-TZVPD basis.

XYZ file:
```
11
C2H6N2S, DFT the ωB97M-V functional and the def2-TZVPD basis
S 2.54 -0.51 -0.08
C 0.45 1.19 -0.12
H -1.73 -0.59 0.95
H 0.09 1.65 0.92
H -0.59 1.62 -0.78
H 0.19 -2.21 0.06
C 0.92 -0.19 0.08
H -1.86 -1.11 -0.73
N -0.05 -1.21 -0.05
H 1.40 1.80 -0.13
N -1.36 -0.44 -0.12
```

Output
ΔE to the lowest compared entry with this formula, charge and spin   77.91 kcal per mole
HOMO energy   -0.302 hartree
SMILES string   CC(=S)NN
Gap between HOMO and LUMO   8.73 eV
Total energy   -587.3799 a.u.

Mulliken analysis output, partial charges in e: atom 1 (S): -0.3554, atom 2 (C): -0.8073, atom 3 (H): 0.2846, atom 4 (H): 0.2714, atom 5 (H): 0.2727, atom 6 (H): 0.2293, atom 7 (C): 0.2181, atom 8 (H): 0.2684, atom 9 (N): -0.1810, atom 10 (H): 0.3171, atom 11 (N): -0.5180

***

Entry 6:
Here is the ion C2H3N2O with charge +1 at a distorted geometry from OMol25. Energies are from the ωB97M-V functional and the def2-TZVPD basis.

XYZ file:
```
8
C2H3N2O, DFT the ωB97M-V functional and the def2-TZVPD basis
H -1.87 -0.85 -0.19
O 0.11 -1.07 0.07
C 1.28 -0.37 0.11
C -0.93 -0.29 -0.05
N 1.36 0.84 -0.06
H 2.16 -1.00 0.29
H -1.32 1.80 -0.15
N -0.79 0.95 -0.01
```

Output
ΔE to the lowest compared entry with this formula, charge and spin   76.98 kcal per mole
Charge   +1
HOMO energy (alpha / beta)   -0.660 / -0.660 hartree
Gap between HOMO and LUMO (alpha / beta)   10.02 / 10.02 eV
Total energy   -262.3550 a.u.

Mulliken analysis output, partial charges in e: atom 1 (H): 0.4076, atom 2 (O): -0.2142, atom 3 (C): 0.2386, atom 4 (C): 0.2709, atom 5 (N): -0.1139, atom 6 (H): 0.3930, atom 7 (H): 0.2962, atom 8 (N): -0.2782

***

Please write out number 4 again, unchanged.
Here is an isolated molecule of C4H5N3O3 at a distorted geometry from OMol25. Energies are from the ωB97M-V functional and the def2-TZVPD basis.

XYZ file:
```
15
C4H5N3O3, DFT the ωB97M-V functional and the def2-TZVPD basis
O 0.63 -0.27 1.29
C -1.29 0.89 -0.68
H -1.09 0.56 -3.75
O -1.60 1.22 -1.94
H 1.41 -0.03 3.27
N -0.18 -0.50 -2.26
N -1.62 1.42 0.34
C 0.75 -0.80 0.08
H 2.53 -0.58 2.16
N -0.21 -0.23 -0.88
H -2.54 1.93 0.34
C 1.48 -0.65 2.40
O 1.54 -1.61 -0.36
C -0.97 0.38 -2.75
H 1.16 -1.74 2.73
```

Output
ΔE to the lowest compared entry with this formula, charge and spin   75.23 kcal per mole
HOMO energy   -0.334 hartree
SMILES string   [H]/N=c1\ocnn1C(=O)OC
Gap between HOMO and LUMO   9.86 eV
Total energy   -545.3426 a.u.

Mulliken analysis output, partial charges in e: atom 1 (O): -0.2993, atom 2 (C): 0.3983, atom 3 (H): 0.4925, atom 4 (O): -0.3653, atom 5 (H): 0.2620, atom 6 (N): -0.7608, atom 7 (N): -0.4765, atom 8 (C): 0.6405, atom 9 (H): 0.2926, atom 10 (N): 0.5154, atom 11 (H): 0.2819, atom 12 (C): -0.6185, atom 13 (O): -0.5415, atom 14 (C): -0.0719, atom 15 (H): 0.2507

***

Repeat the first record exactly.
Here is the ion C6H12N with charge +1 at a distorted geometry from OMol25. Energies are from the ωB97M-V functional and the def2-TZVPD basis.

XYZ file:
```
19
C6H12N, DFT the ωB97M-V functional and the def2-TZVPD basis
H 1.56 2.74 0.56
C 1.21 0.81 -0.46
N -0.56 0.99 1.24
H -2.44 -0.91 -0.59
H 1.45 -1.81 -1.54
C -2.17 -0.47 0.37
H 0.59 1.34 -1.18
H 1.07 -0.95 0.68
H -2.33 -1.29 1.10
H -0.13 -2.44 -1.02
C 0.41 -0.53 -0.06
C 0.36 -1.56 -1.21
H 2.16 0.50 -0.99
C 1.72 1.70 0.58
H -2.92 0.29 0.69
H -1.27 1.33 1.93
H 0.02 -1.04 -2.13
H 2.15 1.24 1.48
C -0.88 0.04 0.55
```

Output
ΔE to the lowest compared entry with this formula, charge and spin   75.30 kcal per mole
Charge   +1
HOMO energy   -0.549 hartree
Gap between HOMO and LUMO   8.77 eV
Total energy   -290.2019 a.u.

Mulliken analysis output, partial charges in e: atom 1 (H): 0.3424, atom 2 (C): -0.6193, atom 3 (N): -0.3605, atom 4 (H): 0.3684, atom 5 (H): 0.3585, atom 6 (C): -1.4321, atom 7 (H): 0.3635, atom 8 (H): 0.2481, atom 9 (H): 0.3558, atom 10 (H): 0.4528, atom 11 (C): 0.5556, atom 12 (C): -1.5752, atom 13 (H): 0.3867, atom 14 (C): -0.2781, atom 15 (H): 0.3768, atom 16 (H): 0.2923, atom 17 (H): 0.3724, atom 18 (H): 0.2824, atom 19 (C): 0.5093